Here is 7 unconnected molecules or ions with the total composition C6H22O7 from the OMol25 dataset. Energies are from ωB97M-V with the def2-TZVPD basis set.

Structure (XYZ):
```
35
Properties=species:S:1:pos:R:3:forces:R:3
C -2.7142 1.6973 1.6909 -0.40 -0.34 -0.08
C -1.5525 1.0088 2.3437 -0.09 0.38 -0.28
C -0.8354 0.0648 1.7503 0.37 -0.09 0.43
C 0.2791 -0.6676 2.4439 0.29 -0.66 -0.37
C 1.3824 -1.1800 1.5046 0.13 0.32 -0.27
C 0.9997 -2.3617 0.6401 -0.26 -0.01 0.51
O -0.1345 -2.5850 0.2895 0.06 0.02 -0.06
H -3.6516 1.3305 2.1353 0.15 0.24 -0.05
H -2.7694 1.4735 0.6230 0.09 -0.10 0.04
H -2.6955 2.7805 1.7849 0.07 0.09 0.20
H -1.3181 1.3034 3.3696 0.00 -0.10 -0.17
H -1.0510 -0.2685 0.7429 -0.16 0.12 -0.09
H -0.1133 -1.5488 2.9589 -0.17 0.04 0.08
H 0.7525 -0.0521 3.2010 -0.07 0.24 0.17
H 2.2940 -1.4178 2.0632 -0.13 -0.12 -0.04
H 1.6804 -0.3923 0.7969 -0.03 -0.05 0.11
H 1.8108 -3.0586 0.3794 0.04 0.04 -0.12
O -1.1602 1.1028 -2.1830 0.11 0.56 0.23
H -0.5796 1.6304 -1.5653 -0.12 -0.11 -0.25
H -1.6076 1.7523 -2.7363 0.02 -0.04 0.03
O 0.4824 2.5238 -0.5818 0.05 -0.05 0.00
H 0.2126 2.3276 0.3211 -0.07 -0.02 0.16
H 1.4115 2.2004 -0.6421 -0.17 -0.01 -0.04
O -2.2777 -1.4129 -1.7643 0.03 0.60 0.10
H -2.0492 -1.7379 -0.8881 0.08 -0.26 0.11
H -2.0722 -0.4517 -1.7169 -0.15 -0.58 -0.15
O 0.1860 -1.0632 -3.1187 0.21 -0.14 -0.10
H -0.5526 -1.6325 -2.8438 -0.07 0.17 0.06
H -0.1587 -0.1620 -2.9691 -0.09 -0.18 -0.02
O 2.8961 1.3157 -0.8394 -0.19 -0.43 -0.26
H 2.7153 0.3813 -1.1298 0.21 0.39 0.18
H 3.5853 1.2750 -0.1740 0.09 -0.06 0.04
O 2.2997 -1.3060 -1.5489 -0.27 0.08 -0.79
H 1.4424 -1.2369 -2.0757 0.09 0.07 0.39
H 2.8631 -1.6327 -2.2620 0.33 -0.02 0.28
```
Forces are in eV/Å.

Properties
- E (Eh) = -768.50432
- LUMO (eV) = 0.508
- gap between HOMO and LUMO (hartree) = 0.36786
- structure (SMILES) = C/C=C/CCC=O.O.O.O.O.O.O
- energy above the lowest of the compared OMol25 structures with the same formula, charge and spin (kJ/mol) = 91.5

Results of the natural (NBO) charge analysis, in e, for atoms 1 through 8: atom 1 (C): -0.646, atom 2 (C): -0.183, atom 3 (C): -0.200, atom 4 (C): -0.433, atom 5 (C): -0.518, atom 6 (C): 0.475, atom 7 (O): -0.571, atom 8 (H): 0.220



Here is 2 unconnected molecules or ions with the total composition CH2F2IP in a non-equilibrium geometry from the OMol25 dataset. Energies are from ωB97M-V with the def2-TZVPD basis set.

Structure (XYZ):
```
7
Properties=species:S:1:pos:R:3:forces:R:3
C 0.9299 0.1048 0.0138 -3.12 -0.42 -0.73
F 0.9769 1.0724 0.9389 0.72 -0.80 -0.52
F 1.2083 0.6657 -1.2090 -0.05 -0.78 1.61
P -1.5547 -0.6029 -0.0133 2.50 -0.12 2.46
I 2.0514 -1.7632 0.3679 -0.25 1.24 -0.09
H -1.5847 0.1463 -1.1209 -0.42 1.46 -1.37
H -2.0273 0.3770 1.0227 0.62 -0.60 -1.36
```
Forces are in eV/Å.

Properties
- E (Eh) = -877.96996
- LUMO (eV) = -1.140
- gap between HOMO and LUMO (hartree) = 0.29268
- energy above the lowest of the compared OMol25 structures with the same formula, charge and spin (kJ/mol) = 179.1

Want to see where the charge sits? The natural (NBO) charges in e are: atom 1 (C): 0.483, atom 2 (F): -0.345, atom 3 (F): -0.360, atom 4 (P): 0.165, atom 5 (I): 0.106, atom 6 (H): -0.042, atom 7 (H): -0.006



Here is 5 unconnected molecules or ions with the total composition C39H50BrN7O in a non-equilibrium geometry from the OMol25 dataset. Energies are from ωB97M-V with the def2-TZVPD basis set.

Structure (XYZ):
```
98
Properties=species:S:1:pos:R:3:forces:R:3
Br 22.6258 3.0942 -5.4583 0.01 -0.32 0.23
C 21.4382 -1.4335 -6.1483 2.51 -0.90 -0.17
C 21.4879 -0.8459 -4.8067 -1.93 0.11 -0.32
O 20.5679 -0.8220 -4.0622 0.18 0.31 0.86
N 22.7421 -0.1226 -4.3859 0.86 -0.65 0.44
H 23.5763 -0.6492 -4.6590 -0.19 -0.09 -0.38
H 22.8000 0.7995 -4.8713 -0.19 0.39 -0.04
C 22.8657 0.0697 -2.9099 -0.12 0.08 0.40
H 22.2196 -2.2163 -6.1283 -0.10 -0.12 -0.04
H 21.8951 -0.7560 -6.8750 -0.69 0.11 -0.30
H 20.5398 -1.9882 -6.3904 -0.35 0.64 -0.03
H 23.8435 0.5103 -2.7316 -0.15 0.25 0.04
H 22.8151 -0.8687 -2.3610 -0.02 -0.22 -0.42
H 22.0456 0.6814 -2.5479 0.14 0.23 -0.18
C 19.7837 7.1507 -12.8787 0.57 -0.37 -0.17
N 20.3525 7.1592 -11.4904 -0.94 -0.34 0.92
C 20.2831 6.0591 -10.6847 0.63 0.20 -1.32
C 20.6458 6.1373 -9.3760 0.25 0.27 1.61
C 20.9126 7.3751 -8.7549 -0.19 0.49 -0.96
C 20.9248 8.4992 -9.5815 -0.36 -1.06 0.65
C 20.6829 8.3197 -10.9349 -0.29 1.59 0.07
C 21.0590 7.5384 -7.2808 -1.22 -0.16 -0.08
C 21.7142 6.5831 -6.5104 0.17 0.30 -0.42
C 21.8163 6.7415 -5.1603 0.92 0.24 0.17
N 21.3579 7.8548 -4.5118 0.32 -1.79 -1.94
C 20.6931 8.7424 -5.2456 -2.00 0.46 -0.28
C 20.3793 8.5578 -6.5985 1.77 -0.12 0.24
C 21.5794 7.9885 -3.0830 -0.11 0.88 0.20
H 20.6120 7.0677 -13.5804 -0.01 0.27 -0.05
H 19.2054 8.0572 -13.0251 0.09 0.03 -0.03
H 19.1532 6.2786 -13.0340 -0.05 0.02 0.33
H 20.0040 5.1525 -11.2022 -0.06 -0.11 0.22
H 20.6668 5.2836 -8.7107 -0.24 -0.35 -0.46
H 20.9602 9.4774 -9.1236 0.43 0.22 -0.49
H 20.6049 9.2221 -11.5309 0.14 -0.26 -0.39
H 22.2145 5.7478 -6.9816 -0.04 -0.14 0.19
H 22.4385 6.0081 -4.6619 -0.34 0.15 0.64
H 20.1883 9.5459 -4.7210 0.38 0.13 0.15
H 19.7583 9.2773 -7.1118 -0.06 0.08 0.14
H 22.5696 8.4255 -2.9503 -0.08 -0.11 0.31
H 21.4770 7.0167 -2.6128 0.09 0.04 0.04
H 20.8129 8.6757 -2.7282 0.19 -0.07 0.36
C 20.5334 2.7999 1.3290 -0.19 -0.34 -0.74
N 19.8781 2.7626 -0.0184 1.07 0.20 -0.40
C 18.8073 1.9761 -0.2338 -0.38 -0.23 0.22
C 18.2128 1.8864 -1.4738 0.64 0.69 -0.88
C 18.7476 2.6579 -2.5310 -0.50 -1.29 0.15
C 19.8556 3.4220 -2.2822 0.89 0.72 0.10
C 20.4469 3.4361 -1.0286 -1.09 0.40 -0.68
C 18.1473 2.5261 -3.8888 -0.39 0.33 -0.31
C 16.7501 2.5521 -3.9833 0.48 -0.38 0.36
C 16.1260 2.3644 -5.1839 -0.22 -1.15 -0.47
N 16.8203 2.2369 -6.3445 -0.47 0.33 2.02
C 18.1603 2.2134 -6.2635 0.09 0.26 -0.70
C 18.8722 2.3345 -5.0747 -0.23 0.35 -0.03
C 16.0638 2.0312 -7.5983 0.90 -0.35 -0.44
H 21.2226 1.9566 1.3576 -0.49 -0.35 0.46
H 19.6829 2.7874 2.0035 0.60 -0.07 0.66
H 21.1882 3.6620 1.4132 -0.54 0.40 0.04
H 18.4472 1.4165 0.6204 -0.02 0.03 0.02
H 17.3864 1.2337 -1.7151 -0.05 -0.16 0.60
H 20.2655 4.0738 -3.0438 0.15 -0.23 -0.09
H 21.2872 4.0925 -0.8613 0.10 -0.23 0.47
H 16.1394 2.5805 -3.0904 -0.07 0.20 -0.06
H 15.0965 2.0258 -5.2028 -0.27 0.80 -0.24
H 18.6340 2.1122 -7.2318 0.29 -0.05 0.15
H 19.9687 2.3376 -5.1316 -0.44 -0.07 0.15
H 16.6892 2.4550 -8.3817 -0.21 -0.19 -0.21
H 15.0951 2.5200 -7.6119 0.05 0.06 0.40
H 15.9686 0.9520 -7.7134 -0.18 0.07 -0.28
C 26.5246 2.4966 -7.4519 0.61 0.42 0.03
N 27.1481 2.3414 -6.1131 -0.73 -0.11 0.16
C 28.3694 1.7739 -5.9870 -0.48 0.92 0.18
C 28.9556 1.7053 -4.7377 0.07 -0.07 -0.12
C 28.2680 2.1428 -3.6053 0.42 -0.66 -0.83
C 26.9690 2.6196 -3.7825 -0.04 0.78 0.33
C 26.4376 2.7681 -5.0401 0.86 -0.13 -0.01
C 28.9789 2.0741 -2.3114 -0.59 0.11 1.15
C 29.5866 0.8898 -1.8450 -0.44 0.29 -0.56
C 30.0832 0.8595 -0.5765 0.69 0.45 0.65
N 30.0986 1.9731 0.1917 -0.32 -0.48 1.40
C 29.5044 3.0886 -0.1794 -1.71 0.78 -1.92
C 28.8891 3.1606 -1.4366 0.73 -0.64 0.00
C 30.5330 1.8879 1.6267 -0.05 -0.25 -0.11
H 26.2287 3.5369 -7.5714 0.01 -0.01 0.03
H 25.6478 1.8639 -7.5481 0.16 -0.19 -0.01
H 27.3124 2.2822 -8.1688 -0.35 -0.17 -0.27
H 28.8618 1.5457 -6.9221 0.13 -0.31 0.13
H 29.9815 1.3739 -4.6452 -0.02 -0.14 -0.15
H 26.3851 3.0492 -2.9777 0.13 -0.25 0.20
H 25.5026 3.3067 -5.1824 0.04 -0.44 -0.34
H 29.5973 -0.0310 -2.4126 0.01 0.08 -0.13
H 30.4873 -0.0140 -0.0834 0.09 -0.12 -0.28
H 29.2821 3.9249 0.4699 0.86 -0.21 0.57
H 28.3621 4.0561 -1.7305 0.09 0.11 0.10
H 29.6712 1.6496 2.2494 -0.12 0.07 -0.15
H 30.9248 2.8594 1.9093 0.27 -0.14 0.05
H 31.2450 1.0747 1.7361 0.25 0.25 -0.05
```
Forces are in eV/Å.

Properties
- E (Eh) = -4546.35315
- LUMO (eV) = -13.837
- net charge = +6
- gap between HOMO and LUMO (hartree) = 0.28670
- energy above the lowest of the compared OMol25 structures with the same formula, charge and spin (kJ/mol) = 65.0

Results of the Löwdin charge analysis, in e, for atoms 1 through 8: atom 1 (Br): -0.177, atom 2 (C): 0.041, atom 3 (C): -0.429, atom 4 (O): 0.171, atom 5 (N): 0.058, atom 6 (H): 0.182, atom 7 (H): -0.027, atom 8 (C): 0.000



Here is a molecular structure, C22H27AsBrMoN4O7S from the OMol25 dataset. Energies are from ωB97M-V with the def2-TZVPD basis set.

Structure (XYZ):
```
64
Properties=species:S:1:pos:R:3:forces:R:3
Mo -0.4790 -0.3173 0.7232 -0.11 -0.04 0.19
O -1.6537 2.1935 -2.0761 -0.03 -0.05 -0.25
As -2.8237 1.6846 -0.8255 0.05 -0.70 -0.15
O -4.2505 1.5649 -1.6077 0.14 -0.01 0.20
O -2.1957 0.1598 -0.3144 -0.10 0.60 0.15
C -2.8278 3.3064 0.2439 0.08 0.09 0.20
C -3.6052 4.2914 -0.3410 -0.02 0.12 0.05
C -3.6235 5.5766 0.2014 -0.05 -0.06 -0.08
C -2.8719 5.8751 1.3203 0.06 0.01 0.09
C -2.1059 4.8823 1.9275 -0.07 0.04 0.02
C -2.0946 3.6126 1.3908 -0.29 0.06 -0.40
S -1.2702 2.2690 2.2006 0.09 -0.55 -0.54
O -0.4535 1.8252 0.8940 -0.08 0.02 0.55
O -2.3968 1.3066 2.3800 0.32 0.31 0.14
O -0.1393 -0.2556 2.3715 -0.26 -0.18 -0.49
H -2.2303 2.3312 -2.8440 0.10 0.03 0.06
H -4.2008 4.0507 -1.2125 -0.01 0.00 0.00
H -4.2347 6.3418 -0.2597 0.00 -0.01 -0.01
H -2.8897 6.8742 1.7364 0.01 0.00 0.00
H -1.5358 5.0955 2.8239 0.01 -0.02 0.00
O -1.5153 -2.1458 0.7560 -0.03 0.20 0.36
N -1.3241 -2.7457 1.9217 0.26 -0.03 -0.18
C -0.1350 -3.6002 1.9967 -0.15 0.08 -0.01
C -0.1347 -4.3950 3.2574 0.03 -0.06 0.01
C -0.9532 -4.1079 4.2916 -0.01 0.00 -0.04
C -1.9144 -3.0727 4.1700 -0.08 0.10 -0.05
C -2.0838 -2.4271 2.9473 0.03 -0.13 0.09
H -0.1732 -4.2462 1.1143 -0.01 -0.02 0.00
H 0.5812 -5.2029 3.3175 0.00 0.02 0.02
H -0.8931 -4.6754 5.2103 0.00 0.00 0.00
H -2.5487 -2.7837 4.9939 0.01 -0.03 0.01
H -2.8161 -1.6531 2.7544 0.00 -0.01 0.02
C 3.6751 0.5567 -2.1619 0.02 -0.03 0.02
N 2.3927 0.8606 -1.5517 -0.03 0.06 -0.10
C 2.4334 1.3246 -0.1744 0.09 -0.02 0.01
C 1.2275 0.4189 -2.0794 0.06 0.06 0.20
N 0.2134 0.1263 -1.3192 -0.10 -0.16 0.04
N 1.1790 0.2636 -3.4448 0.05 0.06 0.01
C 0.0874 -0.5032 -4.0178 -0.04 -0.01 0.00
C 1.6565 1.3482 -4.2972 0.00 -0.04 0.02
H 4.3222 0.1029 -1.4085 0.00 -0.02 -0.01
H 4.1723 1.4515 -2.5457 -0.02 0.01 0.03
H 3.5492 -0.1515 -2.9774 -0.02 0.01 -0.01
H 3.2655 2.0219 -0.0743 -0.01 0.02 0.00
H 2.5879 0.4938 0.5226 0.03 0.01 -0.01
H 1.5070 1.8317 0.0801 0.06 0.04 -0.02
H -0.6450 0.0427 -1.8486 -0.04 0.24 -0.08
H -0.8497 0.0649 -4.0524 0.01 0.00 0.02
H -0.0725 -1.4168 -3.4480 -0.01 0.00 0.02
H 0.3572 -0.7810 -5.0362 0.02 0.02 0.00
H 2.1883 2.0849 -3.7036 0.02 0.01 0.00
H 0.8069 1.8476 -4.7709 0.00 0.00 0.01
H 2.3189 0.9706 -5.0784 0.00 -0.01 0.00
Br 4.4396 -5.2225 0.8595 0.08 -0.06 0.01
C 3.0252 -3.9646 0.7855 -0.11 0.12 -0.02
C 2.3449 -3.6507 1.9105 0.00 -0.02 0.04
C 1.1660 -2.7170 1.8540 0.12 -0.05 -0.07
C 1.0838 -1.8617 0.5949 -0.13 0.02 -0.01
C 1.8144 -2.2637 -0.4756 0.15 -0.14 0.00
C 2.7428 -3.3453 -0.4432 -0.04 0.06 -0.02
H 2.6289 -4.0813 2.8616 -0.02 0.01 0.00
H 1.1810 -2.0684 2.7346 -0.02 0.02 0.01
H 1.7191 -1.7529 -1.4226 -0.02 -0.02 -0.01
H 3.2743 -3.6435 -1.3353 0.00 0.01 0.00
```
Forces are in eV/Å.

Properties
- E (Eh) = -6876.26622
- LUMO (alpha / beta) (eV) = 0.005 / -2.306
- spin multiplicity = 4
- gap between HOMO and LUMO (alpha / beta) (hartree) = 0.25912 / 0.22642
- <S²> = 3.830

Results of the natural (NBO) charge analysis, in e, for atoms 1 through 8: atom 1 (Mo): 1.702, atom 2 (O): -1.049, atom 3 (As): 2.446, atom 4 (O): -1.151, atom 5 (O): -1.091, atom 6 (C): -0.413, atom 7 (C): -0.180, atom 8 (C): -0.207



Here is a single C11H11F3O molecule in a non-equilibrium geometry from the OMol25 dataset. Energies are from ωB97M-V with the def2-TZVPD basis set.

Structure (XYZ):
```
26
Properties=species:S:1:pos:R:3:forces:R:3
C 2.4125 -0.6963 -1.4111 0.55 -1.03 -0.14
C 1.5482 2.7978 0.6478 -1.75 -0.97 -0.35
C 1.4036 -0.2946 -0.9083 -0.28 0.79 0.02
C 0.5333 2.2683 0.2973 -0.03 -0.66 0.09
C -0.4842 1.3901 -0.3987 -1.69 1.62 -0.49
C 0.6367 -2.0868 1.0402 -1.50 1.20 3.39
C -1.3677 -1.3129 -0.4019 -1.28 -0.14 -0.29
C -1.0392 -0.3886 1.8780 -0.07 1.16 0.47
C 0.2566 0.1097 -0.2493 0.16 -1.31 1.69
C -0.3608 1.8431 -1.8556 1.31 0.72 -1.47
C -0.3370 -0.9432 0.6461 0.40 0.15 1.77
O -1.7700 1.4528 -0.0902 1.15 0.17 0.09
F -0.7850 3.0886 -1.9839 -0.43 -0.03 -0.12
F -1.0480 1.0353 -2.6762 0.28 0.23 0.14
F 0.9598 1.8868 -2.3259 -1.19 -0.42 0.21
H 3.2040 -1.3574 -1.6802 0.26 0.36 -0.25
H 2.4552 3.0255 1.0391 1.99 1.07 0.84
H 0.7794 -2.6261 0.1456 1.10 -1.12 -0.48
H 1.4820 -1.6714 1.6711 -0.29 -0.45 -1.60
H 0.1320 -2.6821 1.8999 0.38 0.48 -1.95
H -2.0369 -2.1901 -0.1957 0.79 0.78 0.23
H -0.8125 -1.4832 -1.2854 0.16 -0.86 -1.47
H -1.9418 -0.3810 -0.5675 -0.41 -0.62 0.02
H -0.4011 -0.1070 2.7048 0.76 0.48 -0.18
H -1.7634 0.3956 1.6873 0.51 0.45 -0.37
H -1.6559 -1.0732 2.3728 -0.85 -2.05 0.21
```
Forces are in eV/Å.

Properties
- E (Eh) = -800.29534
- LUMO (alpha / beta) (eV) = -2.488 / -2.488
- gap between HOMO and LUMO (alpha / beta) (hartree) = 0.22425 / 0.22431
- energy above the lowest of the compared OMol25 structures with the same formula, charge and spin (kJ/mol) = 576.0

Results of the natural (NBO) charge analysis, in e, for atoms 1 through 8: atom 1 (C): -0.044, atom 2 (C): -0.146, atom 3 (C): -0.026, atom 4 (C): -0.011, atom 5 (C): 0.029, atom 6 (C): -0.619, atom 7 (C): -0.644, atom 8 (C): -0.642